Entry from OMol25: C5H8O3Tl as an isolated structure at a distorted geometry (ωB97M-V with the def2-TZVPD basis set).

Each line ends with the Mulliken charge.
Cartesian coordinates (Å):
O1 2.606 -1.360 0.235  -0.271
C1 -1.861 -0.683 -0.282  0.706
C2 1.375 -1.605 -0.317  -0.146
O2 -2.901 -0.445 -0.702  -0.027
O3 -1.074 -1.447 0.229  -0.096
C3 0.369 -1.231 0.756  -0.364
Tl1 3.975 -0.255 0.174  0.948
H1 1.242 -2.669 -0.580  0.351
H2 1.181 -1.015 -1.234  0.329
H3 0.385 -0.180 1.057  0.263
H4 0.382 -1.896 1.622  0.333
C4 -1.134 2.405 0.420  -0.003
C5 -0.769 1.832 -0.743  -0.530
H5 -0.457 2.439 1.278  0.320
H6 -2.171 2.690 0.611  0.357
H7 0.261 1.502 -0.900  0.397
H8 -1.409 1.918 -1.624  0.433

Results
E_HOMO (spin up / spin down) in eV: -23.54 / -22.56
ΔE to the lowest compared entry with this formula, charge and spin in kcal per mole: 29.5
Kohn-Sham gap (spin up / spin down) in hartree: 0.307 / 0.185
Total charge: +3
E in hartree: -591.985896

***

Entry from OMol25: a 2-piece molecular cluster, C5H8O4 overall at a distorted geometry (ωB97M-V with the def2-TZVPD basis set).

Each line ends with the natural charge from an NBO analysis.
Cartesian coordinates (Å):
C1 0.868 1.623 1.168  -0.515
C2 1.750 1.891 -0.075  -0.610
C3 1.593 0.727 2.222  0.759
O1 1.428 0.992 3.431  -0.797
O2 2.169 -0.273 1.724  -0.791
H1 0.452 2.613 1.401  0.170
H2 -0.041 1.100 0.843  0.207
H3 2.271 0.977 -0.370  0.229
H4 2.597 2.562 0.123  0.168
H5 1.148 2.294 -0.891  0.180
C4 -0.718 -0.752 -1.801  -0.751
C5 -2.133 -1.310 -2.016  0.750
O3 -2.995 -0.644 -2.632  -0.812
O4 -2.265 -2.522 -1.661  -0.817
H6 -0.312 -0.360 -2.730  0.195
H7 -0.226 -1.516 -1.205  0.230
H8 -0.656 0.072 -1.070  0.203

Results
E_HOMO in eV: -1.31
ΔE to the lowest compared entry with this formula, charge and spin in kcal per mole: 12.9
Kohn-Sham gap in hartree: 0.284
Total charge: -2
E in hartree: -496.305334

***

Entry from OMol25: a 2-piece molecular cluster, C5H8O4 overall at a distorted geometry (ωB97M-V with the def2-TZVPD basis set).

Each line ends with the natural charge from an NBO analysis.
Cartesian coordinates (Å):
C1 -0.451 0.946 -3.140  -0.740
C2 -1.092 0.501 -1.756  0.765
O1 -1.118 1.320 -0.814  -0.815
O2 -1.718 -0.536 -1.698  -0.761
H1 -0.931 1.954 -3.291  0.185
H2 -0.686 0.340 -3.994  0.177
H3 0.616 1.071 -3.129  0.193
C3 -0.010 -0.168 1.975  -0.510
C4 0.511 1.293 2.087  -0.630
C5 1.077 -1.078 1.307  0.759
O3 2.259 -0.758 1.420  -0.819
O4 0.595 -2.048 0.703  -0.789
H4 -0.141 -0.714 3.035  0.148
H5 -1.035 -0.241 1.419  0.244
H6 1.219 1.445 1.250  0.232
H7 1.007 1.484 3.008  0.165
H8 -0.397 1.871 1.966  0.196

Results
E_HOMO in eV: -0.30
ΔE to the lowest compared entry with this formula, charge and spin in kcal per mole: 41.6
Kohn-Sham gap in hartree: 0.260
Total charge: -2
E in hartree: -496.259539

***

Entry from OMol25: a 2-piece molecular cluster, C5H8O4 overall at a distorted geometry (ωB97M-V with the def2-TZVPD basis set).

Each line ends with the natural charge from an NBO analysis.
Cartesian coordinates (Å):
C1 0.605 0.059 -2.149  -0.737
C2 1.945 -0.438 -2.735  0.758
O1 2.585 0.453 -3.347  -0.826
O2 2.295 -1.649 -2.598  -0.815
H1 0.790 0.432 -1.147  0.209
H2 -0.163 -0.715 -2.107  0.213
H3 0.349 0.907 -2.785  0.196
C3 -0.468 0.036 1.154  -0.523
C4 -0.150 0.193 2.628  -0.615
C5 -2.046 0.044 0.911  0.774
O3 -2.540 -0.951 0.331  -0.790
O4 -2.632 1.001 1.462  -0.818
H4 -0.162 0.889 0.560  0.197
H5 -0.003 -0.884 0.798  0.201
H6 -0.340 -0.785 3.075  0.181
H7 -0.908 0.832 3.096  0.220
H8 0.845 0.575 2.853  0.173

Results
E_HOMO in eV: -1.24
ΔE to the lowest compared entry with this formula, charge and spin in kcal per mole: 10.4
Kohn-Sham gap in hartree: 0.278
Total charge: -2
E in hartree: -496.309297

***

Entry from OMol25: one molecule with the formula C5H8O4 at a distorted geometry (ωB97M-V with the def2-TZVPD basis set).

Each line ends with the natural charge from an NBO analysis.
Cartesian coordinates (Å):
O1 1.894 -0.926 1.355  -0.712
C1 1.969 -0.865 -0.058  -0.088
C2 0.762 -0.081 -0.453  0.155
C3 0.554 1.427 -0.576  -0.432
C4 -0.970 1.219 -0.335  0.063
O2 -1.367 1.776 0.890  -0.716
C5 -0.687 -0.298 -0.262  0.449
O3 -1.352 -1.226 0.478  -0.684
O4 -0.148 -0.706 -1.473  -0.485
H1 1.014 -1.219 1.623  0.470
H2 1.937 -1.861 -0.526  0.193
H3 2.892 -0.327 -0.310  0.195
H4 0.844 1.867 -1.538  0.219
H5 1.007 1.984 0.253  0.237
H6 -1.636 1.515 -1.159  0.175
H7 -2.321 1.708 0.982  0.476
H8 -1.559 -0.853 1.344  0.486

Results
E_HOMO in eV: -9.42
ΔE to the lowest compared entry with this formula, charge and spin in kcal per mole: 67.9
Kohn-Sham gap in hartree: 0.361
SMILES string: OC[C@]12C[C@H](O)[C@@]1(O)O2
E in hartree: -496.194388

***

Entry from OMol25: C5H8OS as an isolated structure at a distorted geometry (ωB97M-V with the def2-TZVPD basis set).

Each line ends with the natural charge from an NBO analysis.
Cartesian coordinates (Å):
C1 -0.502 0.640 -0.046  -0.398
C2 -0.170 0.442 1.386  -0.477
C3 1.035 -0.482 1.166  -0.081
C4 -0.063 -0.607 -0.902  0.284
C5 -0.623 -1.113 -2.041  -0.503
H1 0.045 2.752 0.080  0.107
H2 -1.516 0.746 -0.211  0.237
H3 -0.845 -0.307 1.802  0.210
H4 -0.370 1.242 2.071  0.252
H5 1.449 -1.255 1.898  0.217
H6 1.946 0.146 0.862  0.187
H7 -1.804 -0.879 -2.770  0.228
H8 -0.102 -1.880 -2.733  0.226
O1 0.804 -1.272 -0.029  -0.508
S1 0.717 1.828 -0.533  0.020

Results
E_HOMO in eV: -8.71
ΔE to the lowest compared entry with this formula, charge and spin in kcal per mole: 93.9
Kohn-Sham gap in hartree: 0.345
E in hartree: -668.588889

***

Entry from OMol25: one molecule with the formula C5H8OS at a distorted geometry (ωB97M-V with the def2-TZVPD basis set).

Each line ends with the natural charge from an NBO analysis.
Cartesian coordinates (Å):
C1 -0.623 -0.263 -0.961  -0.046
C2 0.223 -0.609 -1.843  -0.252
C3 -0.843 -0.665 2.422  -0.018
C4 -0.399 0.555 1.514  -0.557
C5 1.160 0.377 -2.468  -0.628
O1 -0.854 -1.852 1.842  -0.787
S1 -1.438 0.696 0.028  0.657
H1 0.303 -1.550 -2.427  0.272
H2 -0.099 -0.574 3.276  0.128
H3 -1.752 -0.178 2.976  0.078
H4 -0.654 1.554 2.181  0.231
H5 0.601 0.563 1.316  0.214
H6 0.987 0.513 -3.624  0.241
H7 2.253 0.075 -2.251  0.244
H8 1.137 1.358 -1.980  0.224

Results
E_HOMO (spin up / spin down) in eV: -7.20 / -7.15
ΔE to the lowest compared entry with this formula, charge and spin in kcal per mole: 135.1
Kohn-Sham gap (spin up / spin down) in hartree: 0.210 / 0.204
E in hartree: -668.523318

***

Entry from OMol25: one molecule with the formula C5H8OS2 at a distorted geometry (ωB97M-V with the def2-TZVPD basis set).

Each line ends with the natural charge from an NBO analysis.
Cartesian coordinates (Å):
C1 1.650 1.524 1.065  -0.867
S1 -0.043 1.923 0.881  1.626
O1 -0.574 1.862 2.220  -0.912
S2 -0.039 3.754 -0.299  -0.519
C2 -0.642 0.518 -0.062  -0.287
C3 -1.694 0.264 -0.814  -0.108
C4 -1.496 -1.185 -0.941  -0.423
C5 -0.344 -1.045 0.117  -0.390
H1 2.374 1.690 0.245  0.270
H2 1.853 2.004 2.056  0.272
H3 1.660 0.464 1.327  0.236
H4 -2.215 1.082 -1.267  0.230
H5 -2.263 -1.984 -0.732  0.225
H6 -1.108 -1.388 -1.875  0.221
H7 0.720 -1.220 -0.166  0.210
H8 -0.676 -1.512 0.971  0.217

Results
E_HOMO in eV: -8.71
ΔE to the lowest compared entry with this formula, charge and spin in kcal per mole: 95.2
Kohn-Sham gap in hartree: 0.333
SMILES string: C[S@@](=O)(=S)C1=CCC1
E in hartree: -1066.779586

***

Entry from OMol25: one molecule with the formula C5H8OS2 at a distorted geometry (ωB97M-V with the def2-TZVPD basis set).

Each line ends with the natural charge from an NBO analysis.
Cartesian coordinates (Å):
C1 1.668 -0.599 -1.248  -0.406
C2 1.193 -0.182 -0.165  0.303
C3 1.839 0.326 1.123  -0.695
O1 -0.122 -0.103 -0.315  -0.521
C4 -0.756 1.081 -0.281  -0.006
S1 0.150 2.451 -0.344  -0.102
S2 -2.453 0.985 -0.150  0.386
C5 -2.748 -0.764 0.124  -0.812
H1 2.804 -0.596 -1.266  0.192
H2 1.138 -0.769 -2.068  0.203
H3 1.401 1.343 1.149  0.248
H4 1.504 -0.239 2.006  0.225
H5 2.998 0.513 1.072  0.239
H6 -2.121 -1.471 -0.539  0.254
H7 -2.628 -1.204 1.253  0.246
H8 -3.867 -0.772 -0.351  0.245

Results
E_HOMO in eV: -8.74
ΔE to the lowest compared entry with this formula, charge and spin in kcal per mole: 69.7
Kohn-Sham gap in hartree: 0.332
SMILES string: C=C(C)OC(=S)SC
E in hartree: -1066.820285

***

Entry from OMol25: one molecule with the formula C5H8OS2 at a distorted geometry (ωB97M-V with the def2-TZVPD basis set).

Each line ends with the natural charge from an NBO analysis.
Cartesian coordinates (Å):
C1 2.782 -0.508 -0.615  -0.351
C2 1.683 -0.441 0.122  -0.440
S1 0.697 -1.844 0.026  0.418
C3 -0.893 -1.155 -0.106  -0.299
S2 -2.206 -2.158 -0.010  -0.010
C4 -0.993 0.378 -0.380  0.019
C5 -0.977 1.067 1.021  -0.627
O1 -2.101 0.724 -1.170  -0.707
H1 3.537 0.316 -0.432  0.208
H2 2.893 -1.249 -1.399  0.212
H3 1.620 0.379 0.835  0.229
H4 -0.177 0.685 -0.990  0.202
H5 -0.764 2.143 0.970  0.228
H6 -0.154 0.525 1.643  0.208
H7 -2.020 0.817 1.353  0.226
H8 -2.927 0.321 -0.868  0.482

Results
E_HOMO in eV: -8.91
ΔE to the lowest compared entry with this formula, charge and spin in kcal per mole: 41.0
Kohn-Sham gap in hartree: 0.314
SMILES string: C=CSC(=S)[C@H](C)O
E in hartree: -1066.866049